No. 1
{"formula": "C47H57BBr2F11O29", "method": "wB97M-V/def2-TZVPD", "species": ["C", "O", "C", "C", "C", "C", "C", "C", "C", "C", "C", "C", "C", "O", "B", "C", "C", "C", "O", "O", "C", "C", "C", "O", "C", "C", "F", "F", "F", "C", "Br", "C", "C", "Br", "H", "H", "H", "H", "H", "H", "H", "H", "H", "H", "H", "H", "H", "H", "H", "H", "H", "H", "H", "H", "H", "H", "H", "H", "H", "H", "H", "H", "H", "H", "H", "H", "H", "C", "C", "O", "C", "O", "O", "F", "H", "H", "H", "C", "C", "O", "C", "O", "O", "F", "H", "H", "H", "C", "C", "O", "C", "O", "O", "F", "H", "H", "H", "C", "C", "O", "C", "O", "O", "F", "H", "H", "H", "C", "C", "O", "C", "O", "O", "F", "H", "H", "H", "C", "C", "O", "C", "O", "O", "F", "H", "H", "H", "C", "C", "O", "C", "O", "O", "F", "H", "H", "H", "C", "C", "O", "C", "O", "O", "F", "H", "H", "H"], "positions_angstrom": [[-5.36, -2.62, 5.89], [-4.52, -1.50, 5.37], [-3.84, -1.90, 4.13], [-3.74, -0.71, 2.99], [-5.12, 0.16, 3.20], [-5.60, 0.98, 1.84], [-7.05, 0.43, 1.24], [-6.93, 0.12, -0.40], [-6.19, -1.23, -1.01], [-6.01, -1.54, -2.64], [-6.60, -0.50, -3.78], [-7.39, 0.85, -3.18], [-7.54, 1.16, -1.55], [-4.09, -1.49, 1.75], [-3.00, -1.43, 0.76], [-2.45, -2.95, 0.45], [-1.90, -3.11, -1.11], [-1.09, -4.54, -1.27], [-0.21, -4.57, -2.47], [-2.10, -0.41, 1.32], [-2.31, 0.05, 2.74], [-2.33, 1.71, 2.48], [-2.59, 2.58, 3.84], [-2.92, 4.01, 3.54], [-3.87, 4.38, 4.61], [-4.24, 5.98, 4.65], [-3.03, 6.83, 4.62], [-4.94, 6.31, 5.95], [-5.23, 6.30, 3.58], [-0.93, -0.58, 3.44], [0.47, -1.47, 2.25], [-0.64, -0.54, 4.89], [-1.67, 0.11, 5.98], [1.10, -1.34, 5.60], [-4.82, -3.66, 5.82], [-5.51, -2.41, 7.06], [-6.44, -2.62, 5.42], [-2.82, -2.38, 4.42], [-4.50, -2.77, 3.65], [-5.12, 0.85, 4.14], [-5.98, -0.65, 3.39], [-5.79, 2.10, 2.15], [-4.82, 0.95, 0.97], [-7.83, 1.31, 1.32], [-7.45, -0.53, 1.78], [-5.75, -2.05, -0.29], [-5.44, -2.51, -2.99], [-6.48, -0.68, -4.94], [-7.82, 1.59, -3.98], [-8.13, 2.16, -1.27], [-3.36, -0.99, -0.28], [-3.40, -3.67, 0.51], [-1.69, -3.35, 1.25], [-2.83, -3.18, -1.86], [-1.28, -2.17, -1.46], [-1.85, -5.44, -1.42], [-0.41, -4.73, -0.32], [0.69, -4.96, -2.21], [-3.02, 2.01, 1.57], [-1.22, 1.96, 2.13], [-1.60, 2.60, 4.48], [-3.44, 2.18, 4.54], [-4.91, 3.80, 4.50], [-3.47, 4.10, 5.68], [-1.12, 1.00, 6.54], [-1.85, -0.73, 6.82], [-2.73, 0.39, 5.57], [4.52, -0.67, -0.27], [3.29, -0.76, -1.10], [3.01, -2.14, -1.13], [3.50, -2.62, 0.05], [3.21, -3.71, 0.52], [4.35, -1.73, 0.64], [3.53, -0.35, -2.37], [5.43, -0.83, -0.85], [4.60, 0.29, 0.25], [2.43, -0.22, -0.69], [-1.15, 9.06, 4.03], [-1.19, 10.48, 4.47], [0.01, 11.02, 3.96], [0.28, 10.29, 2.84], [1.07, 10.62, 1.98], [-0.46, 9.14, 2.80], [-1.16, 10.57, 5.82], [-0.59, 8.42, 4.72], [-2.15, 8.64, 3.90], [-2.04, 11.05, 4.08], [9.21, -3.35, -0.76], [8.32, -4.09, -1.70], [7.16, -3.29, -1.75], [7.60, -2.02, -1.52], [6.95, -1.02, -1.75], [8.87, -2.01, -1.00], [7.98, -5.30, -1.20], [9.02, -3.60, 0.29], [10.27, -3.53, -0.97], [8.73, -4.21, -2.71], [12.55, -0.96, -3.22], [11.32, -1.05, -4.06], [11.04, -2.43, -4.08], [11.53, -2.92, -2.91], [11.24, -4.01, -2.44], [12.38, -2.03, -2.31], [11.56, -0.65, -5.32], [13.47, -1.12, -3.80], [12.63, -0.01, -2.70], [10.46, -0.51, -3.65], [3.30, 12.80, 2.87], [3.38, 14.27, 2.59], [3.12, 14.86, 3.84], [3.57, 13.96, 4.76], [3.77, 14.22, 5.93], [3.78, 12.73, 4.20], [2.41, 14.64, 1.73], [2.28, 12.42, 2.83], [3.93, 12.22, 2.20], [4.36, 14.60, 2.21], [-7.72, 3.09, -8.05], [-8.53, 3.26, -6.81], [-8.78, 1.94, -6.40], [-7.71, 1.22, -6.85], [-7.43, 0.10, -6.46], [-6.99, 1.91, -7.78], [-9.71, 3.85, -7.08], [-8.33, 2.95, -8.94], [-7.04, 3.93, -8.22], [-8.01, 3.80, -6.01], [0.40, -6.75, -4.44], [-0.18, -7.95, -5.10], [0.96, -8.70, -5.48], [1.91, -8.38, -4.55], [2.93, -9.02, -4.38], [1.58, -7.26, -3.84], [-0.85, -7.61, -6.23], [0.67, -5.96, -5.15], [-0.27, -6.33, -3.68], [-0.82, -8.56, -4.46], [5.52, -10.68, -3.44], [6.84, -11.17, -3.96], [7.56, -11.47, -2.79], [6.62, -11.82, -1.87], [6.86, -12.41, -0.83], [5.36, -11.44, -2.26], [7.49, -10.18, -4.62], [5.53, -9.62, -3.19], [4.71, -10.87, -4.14], [6.77, -12.06, -4.59]], "lowdin_charge": [-0.114, -0.293, -0.127, -0.239, -0.093, -0.160, -0.166, -0.128, -0.004, -0.056, -0.059, -0.075, -0.047, -0.077, -0.859, -0.134, -0.181, -0.234, -0.194, -0.156, -0.243, -0.031, -0.183, -0.173, -0.104, -0.190, 0.003, -0.016, 0.010, -0.442, 0.665, -0.632, -0.141, 0.520, 0.101, 0.098, 0.098, 0.137, 0.148, 0.099, 0.122, 0.100, 0.114, 0.102, 0.108, 0.088, 0.075, 0.064, 0.048, 0.074, 0.090, 0.108, 0.071, 0.107, 0.122, 0.119, 0.129, 0.103, 0.135, 0.144, 0.137, 0.089, 0.161, 0.154, 0.087, 0.093, 0.069, -0.079, -0.324, 0.138, -0.518, 0.128, 0.068, 0.079, 0.089, 0.148, 0.173, -0.078, -0.325, 0.136, -0.491, 0.133, 0.088, 0.084, 0.154, 0.126, 0.179, -0.079, -0.321, 0.159, -0.471, 0.120, 0.078, 0.092, 0.157, 0.106, 0.171, -0.069, -0.325, 0.151, -0.487, 0.121, 0.087, 0.085, 0.151, 0.149, 0.181, -0.077, -0.332, 0.140, -0.502, 0.139, 0.077, 0.080, 0.120, 0.150, 0.175, -0.079, -0.333, 0.130, -0.487, 0.111, 0.080, 0.078, 0.148, 0.145, 0.179, -0.082, -0.327, 0.139, -0.492, 0.129, 0.082, 0.080, 0.157, 0.120, 0.178, -0.085, -0.334, 0.137, -0.504, 0.138, 0.079, 0.078, 0.151, 0.133, 0.175], "energy_ha": -10277.99926, "lumo_energy_ev": 1.4, "gap_ha": 0.22406, "total_charge": -1, "homo_ha": -0.17391}

No. 2
{"formula": "C19H20Cl5N8O7RbSe", "method": "wB97M-V/def2-TZVPD", "species": ["Rb", "C", "O", "C", "C", "O", "C", "C", "O", "C", "H", "H", "H", "H", "H", "H", "H", "H", "H", "H", "H", "H", "H", "H", "O", "C", "O", "C", "C", "N", "N", "C", "C", "O", "O", "H", "H", "H", "N", "N", "N", "C", "N", "N", "H", "H", "H", "Cl", "C", "C", "C", "Cl", "C", "Cl", "C", "Cl", "C", "Cl", "Se", "C", "N"], "positions_angstrom": [[0.25, -0.95, 0.23], [3.76, -0.54, -0.02], [2.98, -1.36, -0.85], [2.99, -0.95, -2.20], [2.02, -1.83, -2.98], [0.66, -1.58, -2.71], [0.15, -0.41, -3.33], [-1.36, -0.35, -3.09], [-1.78, 0.55, -2.09], [-1.76, 1.89, -2.50], [4.82, -0.57, -0.32], [3.67, -0.94, 0.99], [3.42, 0.50, -0.03], [4.01, -1.07, -2.62], [2.71, 0.10, -2.29], [2.18, -2.87, -2.69], [2.22, -1.72, -4.06], [0.36, -0.45, -4.41], [0.62, 0.49, -2.92], [-1.70, -1.34, -2.76], [-1.88, -0.10, -4.03], [-2.29, 2.01, -3.45], [-0.75, 2.29, -2.59], [-2.29, 2.45, -1.73], [1.24, 6.22, -0.92], [0.63, 6.00, 0.22], [0.18, 6.91, 0.90], [0.49, 4.60, 0.67], [-0.02, 4.23, 1.90], [-0.01, 2.89, 1.96], [0.49, 2.35, 0.85], [0.81, 3.35, 0.05], [1.41, 3.06, -1.31], [1.71, 4.05, -2.04], [1.58, 1.88, -1.61], [1.48, 5.29, -1.42], [-0.38, 4.85, 2.71], [-0.29, 2.30, 2.72], [0.68, -3.88, 2.97], [0.39, -4.09, 1.68], [-0.76, -4.58, 1.31], [-0.57, -4.70, -0.01], [0.64, -4.31, -0.37], [1.23, -3.92, 0.72], [-0.17, -3.69, 3.49], [1.38, -3.10, 3.09], [-1.32, -5.09, -0.67], [-0.98, -0.77, 3.28], [-2.55, -0.90, 2.56], [-2.60, -1.29, 1.22], [-3.90, -1.32, 0.71], [-4.09, -1.79, -0.94], [-5.04, -1.00, 1.43], [-6.62, -1.01, 0.71], [-4.91, -0.64, 2.76], [-6.31, -0.24, 3.69], [-3.65, -0.60, 3.34], [-3.50, -0.16, 5.02], [4.75, -0.98, 4.64], [3.28, -1.42, 3.82], [2.31, -1.75, 3.28]], "lowdin_charge": [0.690, -0.104, -0.268, -0.215, -0.191, -0.205, -0.186, -0.205, -0.217, -0.090, 0.091, 0.069, 0.090, 0.130, 0.102, 0.126, 0.122, 0.128, 0.096, 0.109, 0.119, 0.089, 0.076, 0.096, 0.073, -0.547, 0.038, -0.062, -0.019, 0.007, 0.093, -0.134, -0.594, 0.005, -0.023, 0.052, 0.125, 0.142, 0.103, -0.314, 0.121, -0.238, 0.004, 0.024, 0.078, -0.007, 0.095, 0.605, -0.753, -0.230, -0.750, 0.641, -0.720, 0.612, -0.727, 0.621, -0.716, 0.618, 0.374, -1.041, -0.008], "energy_ha": -6427.30586, "lumo_energy_ev": 3.6, "gap_ha": 0.24381, "e_above_lowest_ev": 0.522, "total_charge": -2, "homo_ha": -0.11084}

No. 3
{"formula": "C6H12NO", "method": "wB97M-V/def2-TZVPD", "species": ["C", "O", "C", "C", "C", "C", "C", "N", "H", "H", "H", "H", "H", "H", "H", "H", "H", "H", "H", "H"], "positions_angstrom": [[-1.98, -0.46, -1.50], [-3.00, -1.15, -0.99], [-0.71, -0.18, 0.08], [0.06, -1.43, -0.23], [0.78, -0.40, 0.69], [2.08, 0.25, 0.17], [2.22, 1.74, 0.38], [-1.67, -0.40, 1.15], [-1.35, -0.96, -2.36], [-2.14, 0.64, -1.75], [-0.65, 0.85, -0.29], [0.54, -1.49, -1.23], [-0.23, -2.38, 0.28], [0.69, -0.64, 1.77], [3.01, -0.33, 0.09], [3.29, 2.05, 0.43], [1.74, 2.07, 1.31], [1.77, 2.43, -0.40], [-1.88, 0.49, 1.74], [-2.55, -0.71, 0.64]], "lowdin_charge": [-0.252, -0.232, -0.441, -0.115, -0.267, -0.293, -0.286, -0.012, 0.107, 0.087, 0.142, 0.094, 0.115, 0.104, -0.003, 0.038, 0.026, 0.034, 0.110, 0.043], "energy_ha": -365.60259, "lumo_energy_ev": 3.9, "gap_ha": 0.18288, "e_above_lowest_ev": 4.793, "total_charge": -1, "homo_ha": -0.03854}

No. 4
{"formula": "C7H11N2O3P", "method": "wB97M-V/def2-TZVPD", "species": ["C", "C", "C", "C", "C", "C", "C", "N", "N", "O", "O", "O", "P", "H", "H", "H", "H", "H", "H", "H", "H", "H", "H", "H"], "positions_angstrom": [[0.17, 0.78, 0.35], [0.34, -0.32, 1.07], [1.89, 1.98, 1.68], [-1.61, 2.28, -0.65], [-0.18, -2.61, -0.05], [-0.56, 1.16, -0.82], [-0.49, -1.58, 1.00], [1.39, -0.40, 2.06], [1.99, 0.79, 2.21], [1.16, 3.79, 3.62], [3.39, 2.58, 3.88], [3.14, 4.50, 2.18], [2.49, 3.43, 2.98], [-2.49, 2.00, -0.14], [-1.92, 2.63, -1.55], [-1.18, 3.17, -0.05], [0.99, -2.83, -0.20], [-0.73, -2.37, -0.99], [-0.47, -3.62, 0.28], [0.14, 1.58, -1.69], [-1.13, 0.34, -1.32], [-0.35, -2.03, 1.95], [-1.67, -1.30, 0.85], [2.89, 0.79, 2.81]], "lowdin_charge": [-0.052, -0.392, 0.067, -0.140, -0.163, -0.325, -0.262, -0.032, -0.217, -0.478, -0.473, -0.468, 0.016, 0.040, -0.003, 0.111, 0.112, 0.053, 0.039, 0.128, 0.088, 0.063, 0.147, 0.142], "energy_ha": -949.76963, "lumo_energy_ev": 5.4, "gap_ha": 0.20717, "e_above_lowest_ev": 1.350, "total_charge": -2, "homo_ha": -0.00802}